Formula: C14H14BrClN4O3S
Source: the OMol25 dataset
Level of theory: ωB97M-V with the def2-TZVPD basis set

Structure (XYZ):
```
38
Properties=species:S:1:pos:R:3:forces:R:3
N -3.818 -1.021 1.133 -0.519 0.161 -0.010
C -2.584 -1.568 0.961 0.445 -0.247 -0.152
N -2.511 -2.858 0.635 -0.613 0.273 0.072
C -1.329 -3.408 0.449 0.415 0.086 0.047
C -0.142 -2.710 0.611 0.052 0.178 0.118
Br 1.506 -3.600 0.420 -0.008 -0.129 0.013
C -0.187 -1.357 0.922 0.010 -0.306 0.015
C -1.426 -0.780 1.067 -0.245 0.505 0.234
S -1.631 0.952 1.429 -0.521 0.017 0.014
O -0.371 1.632 1.472 0.136 -0.128 -0.136
O -2.495 1.019 2.576 0.020 -0.113 -0.036
N -2.502 1.595 0.162 0.410 -0.406 0.607
C -1.870 2.456 -0.802 0.387 0.264 -0.354
C -1.274 1.728 -2.014 -0.137 -0.012 0.223
C -0.194 0.731 -1.623 -0.428 0.136 -0.449
O -0.348 -0.467 -1.745 0.070 -0.053 -0.178
N 0.935 1.321 -1.156 0.332 0.390 0.083
C 2.090 0.682 -0.684 0.332 -0.251 0.036
C 2.508 -0.549 -1.180 -0.084 0.018 -0.138
C 3.673 -1.119 -0.698 0.003 0.214 0.080
C 4.431 -0.483 0.269 0.042 0.016 0.054
C 4.006 0.744 0.753 -0.139 -0.102 -0.239
Cl 4.936 1.558 1.960 0.111 0.096 0.150
C 2.846 1.335 0.286 -0.031 -0.116 0.007
H -4.565 -1.695 1.214 0.043 0.056 -0.021
H -3.851 -0.224 1.758 -0.203 -0.235 0.094
H -1.332 -4.455 0.179 0.122 -0.076 -0.021
H 0.705 -0.763 1.047 0.120 -0.004 -0.018
H -3.207 0.973 -0.202 -0.269 -0.245 0.101
H -1.099 2.991 -0.244 -0.086 0.198 -0.223
H -2.613 3.183 -1.148 0.142 -0.039 0.104
H -0.854 2.465 -2.701 -0.023 0.015 -0.053
H -2.061 1.175 -2.531 0.119 0.001 -0.005
H 0.869 2.296 -0.900 -0.084 -0.147 -0.098
H 1.919 -1.055 -1.926 -0.036 -0.030 -0.023
H 3.991 -2.077 -1.078 0.026 -0.086 -0.051
H 5.336 -0.930 0.645 0.101 -0.011 0.066
H 2.515 2.281 0.685 -0.012 0.110 0.087
```
Positions in Å, forces in eV/Å.

Properties
Molar mass   433.71 g mol⁻¹
Structure (SMILES)   Nc1ncc(Br)cc1S(=O)(=O)NCCC(=O)Nc1cccc(Cl)c1
2S+1   1
Total charge   0
Calculated total energy   -120249.106 eV

***

Formula: C22H26NS2
Source: the OMol25 dataset
Level of theory: ωB97M-V with the def2-TZVPD basis set

Structure (XYZ):
```
51
Properties=species:S:1:pos:R:3:forces:R:3
C -2.848 -3.201 2.530 0.069 0.086 -0.015
C -1.691 -2.764 3.186 -0.017 -0.020 -0.133
C -0.916 -1.746 2.636 -0.221 0.143 -0.430
C -1.307 -1.128 1.429 -0.213 -0.130 -0.130
C -0.527 -0.016 0.884 0.046 0.403 0.715
C -1.139 0.978 0.129 0.351 0.559 0.073
N -0.736 2.252 0.101 -0.309 -1.409 -0.454
C -1.327 3.223 -0.811 -0.485 0.310 -0.189
C -0.524 4.514 -0.600 -0.124 0.018 -0.271
C 0.412 4.274 0.599 -0.012 -0.053 0.262
C 0.275 2.791 0.993 0.532 0.254 0.302
C -2.466 -1.577 0.771 0.201 -0.388 0.396
C -3.225 -2.612 1.319 0.108 0.136 -0.050
H -3.459 -3.993 2.967 0.219 0.273 -0.157
H -1.391 -3.211 4.136 -0.135 0.085 -0.290
H -0.012 -1.392 3.138 -0.283 -0.076 -0.041
H 0.355 0.259 1.472 -0.736 0.101 -0.086
H -1.989 0.744 -0.525 0.321 0.184 0.313
H -1.282 2.864 -1.852 0.091 0.039 0.402
H -2.391 3.367 -0.567 0.287 -0.069 0.016
H 0.052 4.728 -1.505 -0.107 0.103 0.187
H -1.212 5.346 -0.418 0.300 -0.100 -0.117
H 1.451 4.492 0.342 -0.198 0.112 0.102
H 0.121 4.899 1.451 0.187 -0.059 -0.243
H -0.047 2.687 2.042 0.015 -0.111 -0.324
H 1.233 2.254 0.891 -0.411 0.166 -0.072
H -2.747 -1.122 -0.178 -0.106 -0.205 0.228
H -4.121 -2.947 0.795 0.237 0.036 0.205
C -0.248 1.323 -3.822 0.007 0.115 0.208
C 0.851 1.752 -3.069 0.114 -0.270 -0.306
C 1.413 0.914 -2.108 -0.276 0.140 0.047
C 0.815 -0.328 -1.824 -0.583 0.551 -0.073
C 1.099 -1.020 -0.553 -0.034 -0.732 -0.406
S 0.498 -2.616 -0.455 0.494 -0.476 -0.096
C 1.544 -3.470 0.762 -0.339 -0.177 -0.144
C 3.028 -3.186 0.597 -0.173 0.002 0.071
C 3.368 -1.794 1.076 0.206 0.194 0.364
S 2.411 -0.414 0.369 0.893 0.166 0.018
C -0.228 -0.794 -2.648 -0.198 0.366 -0.085
C -0.779 0.045 -3.618 0.297 -0.194 0.033
H -0.686 1.983 -4.575 0.145 -0.219 0.244
H 1.287 2.739 -3.241 -0.109 -0.348 -0.028
H 2.311 1.228 -1.568 -0.461 -0.026 -0.115
H 1.164 -3.237 1.763 0.202 -0.119 -0.144
H 1.324 -4.520 0.526 0.019 0.264 0.218
H 3.576 -3.899 1.223 0.005 0.115 -0.143
H 3.340 -3.332 -0.440 -0.072 -0.018 0.080
H 3.220 -1.701 2.159 0.190 -0.171 -0.240
H 4.403 -1.525 0.825 -0.265 -0.132 0.184
H -0.629 -1.803 -2.514 0.018 0.481 -0.009
H -1.621 -0.306 -4.217 0.313 0.101 0.123
```
Positions in Å, forces in eV/Å.

Properties
Molar mass   368.59 g mol⁻¹
2S+1   1
Total charge   +1
Calculated total energy   -46389.348 eV

***

Formula: C24H56N8O8
Source: the OMol25 dataset
Level of theory: ωB97M-V with the def2-TZVPD basis set

Structure (XYZ):
```
96
Properties=species:S:1:pos:R:3:forces:R:3
C 4.465 -1.848 -1.677 -0.145 -0.708 0.403
N 3.521 -2.088 -0.594 -0.238 -0.279 0.524
C 2.205 -2.338 -0.798 -0.731 -0.285 -0.728
C 1.266 -2.453 0.377 0.354 -0.823 0.697
O 1.719 -2.420 -1.920 0.399 0.208 -0.024
H 4.224 -2.514 -2.504 -0.256 0.452 -0.251
H 5.456 -2.171 -1.362 0.044 0.324 0.205
H 4.451 -0.790 -1.922 0.174 -0.080 -0.436
H 3.863 -2.209 0.343 0.068 0.182 0.007
H 1.770 -2.679 1.323 0.069 0.885 0.104
H 0.597 -3.313 0.329 0.099 0.007 -0.763
H 0.618 -1.579 0.355 0.216 0.198 0.436
C -2.160 1.045 5.835 -0.826 0.846 0.111
N -1.015 0.364 5.311 0.530 -0.433 0.227
C -0.969 -0.229 4.095 -0.367 0.820 -0.157
C 0.338 -0.805 3.656 1.209 -0.006 0.325
O -1.932 -0.178 3.339 -0.210 -0.247 0.041
H -2.974 0.403 6.178 0.192 -0.251 -0.157
H -2.583 1.742 5.107 0.079 -0.226 -0.149
H -1.868 1.667 6.682 0.199 -0.176 0.019
H -0.195 0.365 5.891 0.105 -0.179 -0.124
H 0.604 -0.448 2.662 -0.384 -0.118 -0.153
H 0.365 -1.894 3.660 -0.354 -0.011 -0.102
H 1.175 -0.481 4.282 -0.182 -0.020 0.198
C 0.154 2.066 1.046 0.331 1.355 -0.289
N -0.877 1.101 0.889 -0.998 -1.264 0.409
C -1.259 0.479 -0.257 0.987 0.394 -0.424
C -2.248 -0.628 -0.078 -1.059 -0.928 -0.469
O -0.797 0.761 -1.354 0.037 0.039 -0.040
H -0.187 2.972 1.558 -0.215 -0.233 0.172
H 0.455 2.445 0.068 0.065 -0.380 -0.019
H 1.037 1.727 1.595 -0.045 -0.313 -0.145
H -1.305 0.657 1.698 0.193 0.413 0.248
H -1.959 -1.411 0.627 0.137 0.355 0.324
H -2.414 -1.149 -1.023 0.328 0.267 -0.161
H -3.250 -0.276 0.182 0.191 0.234 0.323
C 1.664 -0.986 -4.972 0.931 -0.822 -0.025
N 0.529 -1.635 -4.354 0.332 1.393 0.318
C -0.242 -2.489 -5.022 0.096 -1.107 -1.018
C -1.240 -3.280 -4.204 0.497 -0.061 -0.154
O -0.125 -2.693 -6.233 -0.077 0.224 0.551
H 2.507 -1.688 -4.919 0.024 -0.016 -0.336
H 2.056 -0.117 -4.444 -0.708 0.184 0.194
H 1.487 -0.760 -6.017 -0.197 0.059 -0.010
H 0.474 -1.542 -3.355 -0.144 -0.296 0.095
H -0.898 -4.303 -4.034 0.384 0.094 -0.181
H -2.107 -3.388 -4.853 -0.433 0.322 0.561
H -1.334 -2.835 -3.214 -0.734 0.081 -0.129
C -4.983 1.505 2.608 -0.935 -0.036 0.386
N -5.854 0.380 2.272 0.550 0.166 -0.041
C -6.209 0.153 0.988 -0.714 -0.415 -0.549
C -6.975 -1.134 0.701 0.562 0.538 -0.018
O -6.061 0.951 0.081 0.442 0.253 0.259
H -5.003 1.585 3.695 0.455 -0.085 -0.004
H -5.447 2.424 2.255 0.188 -0.033 -0.330
H -3.981 1.376 2.207 0.102 0.111 0.103
H -5.856 -0.409 2.893 0.007 -0.034 0.046
H -7.997 -0.785 0.560 -0.174 -0.455 0.097
H -6.863 -1.904 1.461 -0.294 0.042 0.080
H -6.600 -1.502 -0.252 -0.115 -0.078 -0.018
C -5.027 -4.473 1.074 -0.616 -0.232 -0.576
N -3.970 -4.453 0.088 0.032 -0.024 -0.190
C -2.684 -4.669 0.418 0.712 0.182 0.308
C -1.659 -4.595 -0.695 0.179 -1.265 -0.428
O -2.333 -4.877 1.569 -0.122 -0.071 0.016
H -5.068 -3.557 1.663 0.087 -0.071 0.134
H -4.967 -5.352 1.711 0.390 0.138 0.164
H -5.963 -4.598 0.526 -0.046 0.272 0.080
H -4.157 -4.181 -0.861 -0.216 -0.054 0.009
H -1.325 -3.581 -0.894 0.054 0.017 0.014
H -1.935 -5.098 -1.629 -0.677 0.570 -0.062
H -0.834 -5.257 -0.421 0.248 0.572 0.492
C 5.291 6.376 0.444 0.949 -0.397 0.579
N 5.090 5.036 0.990 -0.249 0.289 -0.701
C 4.042 4.723 1.781 0.456 0.470 0.498
C 3.867 3.256 2.097 0.097 -0.015 0.214
O 3.322 5.593 2.249 -0.303 -0.249 -0.261
H 5.639 6.986 1.278 -0.104 0.489 -0.318
H 4.458 6.850 -0.067 -0.452 -0.362 0.315
H 6.084 6.283 -0.299 0.080 0.104 0.099
H 5.771 4.350 0.723 -0.342 -0.309 -0.205
H 3.506 2.740 1.208 -0.090 -0.085 0.079
H 3.178 3.175 2.935 -0.202 -0.055 -0.179
H 4.800 2.783 2.410 0.103 0.090 -0.179
C 2.524 1.919 -1.885 0.315 -1.505 0.101
N 3.163 2.621 -2.969 -0.688 0.210 -0.428
C 4.271 3.374 -2.856 0.588 0.774 0.785
C 4.709 4.054 -4.129 -0.497 -0.835 -0.842
O 4.865 3.545 -1.795 -0.134 -0.411 -0.242
H 1.570 1.478 -2.175 -0.206 0.613 -0.196
H 2.413 2.467 -0.954 0.115 0.354 -0.181
H 3.109 1.011 -1.686 0.163 0.234 0.398
H 2.656 2.718 -3.832 -0.047 -0.168 0.021
H 5.686 4.510 -4.039 -0.126 0.287 0.172
H 3.919 4.715 -4.493 0.268 0.452 0.300
H 4.752 3.309 -4.934 0.240 -0.058 0.153
```
Positions in Å, forces in eV/Å.

Properties
Molar mass   584.76 g mol⁻¹
Structure (SMILES)   CNC(C)=O.CNC(C)=O.CNC(C)=O.CNC(C)=O.CNC(C)=O.CNC(C)=O.CNC(C)=O.CNC(C)=O
2S+1   1
Total charge   0
Calculated total energy   -54100.392 eV